{
  "formula": "C33H73O3P2",
  "method": "ωB97M-V/def2-TZVPD",
  "homo_ev": -10.9,
  "gap_ev": 9.47,
  "charge": 1,
  "symbols": ["P", "P", "O", "O", "O", "C", "C", "C", "C", "C", "C", "C", "C", "C", "C", "C", "C", "C", "C", "C", "C", "C", "C", "C", "C", "C", "C", "C", "C", "C", "C", "C", "C", "C", "C", "C", "C", "C", "H", "H", "H", "H", "H", "H", "H", "H", "H", "H", "H", "H", "H", "H", "H", "H", "H", "H", "H", "H", "H", "H", "H", "H", "H", "H", "H", "H", "H", "H", "H", "H", "H", "H", "H", "H", "H", "H", "H", "H", "H", "H", "H", "H", "H", "H", "H", "H", "H", "H", "H", "H", "H", "H", "H", "H", "H", "H", "H", "H", "H", "H", "H", "H", "H", "H", "H", "H", "H", "H", "H", "H", "H"],
  "xyz": [[-3.1266, 2.0024, -1.2785], [3.4089, -2.2973, 1.5342], [-0.7597, 0.1501, 0.0896], [0.1323, -1.5890, 1.0760], [-1.9805, -1.6357, 0.2263], [-0.6374, 2.9948, -0.1252], [5.6970, -0.3656, -0.2452], [2.3753, -4.4431, -1.9533], [-0.6325, 4.9565, 1.4379], [1.6329, -3.5815, 3.2023], [6.5440, -1.2979, -1.1578], [-1.4197, 1.6977, -3.6094], [-0.4180, -5.0291, 3.8847], [3.0779, -4.1358, -0.5621], [2.6186, -2.7251, 0.0328], [-6.7358, 3.3408, -4.3242], [-1.9893, 3.3590, -0.8169], [5.2128, -2.1445, 1.4730], [3.2351, -0.1692, 3.4266], [2.7863, -0.6699, 2.0612], [-3.7493, 0.8924, -0.0483], [-3.6811, 2.8364, 2.2843], [-6.7931, 2.2392, -3.2844], [5.7850, -0.7263, 1.2117], [1.1394, -4.8690, 3.9082], [0.0486, 4.2224, 0.3510], [-1.8481, 0.2690, -5.6926], [2.9429, 1.6664, 5.1395], [-5.4725, 1.6896, -2.8326], [2.9585, 1.2895, 3.6544], [-0.7611, 0.8765, -4.6859], [-2.1857, 0.9405, -2.5287], [-4.9994, 1.3351, 0.6684], [3.1002, -3.5770, 2.7142], [3.4278, -4.7679, -3.0593], [-0.7620, -1.0421, 0.4755], [-4.5171, 2.7065, -2.2374], [-4.9310, 2.6786, 1.3514], [-1.4843, 0.4121, -1.8704], [-1.5969, 5.3336, 1.1406], [1.7983, -3.6072, -2.2862], [1.7150, -0.6217, 1.8881], [6.5378, -0.8565, -2.1502], [6.2415, -2.3025, -1.1877], [0.2935, 4.8954, -0.5023], [2.1039, 1.0861, 5.5982], [-0.7600, -5.2649, 2.9000], [-5.2551, 0.5151, 1.3378], [2.7749, -4.8986, 0.1463], [-7.3979, 1.3252, -3.5099], [1.5075, -5.7031, 3.3403], [-0.8256, -4.0108, 4.0983], [-0.7822, -5.7551, 4.5833], [1.1003, 3.9918, 0.6266], [-0.6849, 2.3625, -3.0705], [-1.7381, 3.8733, -1.7287], [5.6817, -2.9000, 0.9095], [-2.8109, 0.6761, -5.5158], [1.4012, -2.6512, 3.7799], [-1.9017, -0.8423, -5.6067], [6.8147, -0.7424, 1.5620], [-2.1008, -2.5304, 0.5460], [-3.6210, 2.0538, 3.0816], [1.4777, -2.5392, 0.0634], [2.6317, -0.6954, 4.1474], [6.0535, 0.6065, -0.4055], [1.6617, -5.3356, -1.7857], [2.9714, -4.8660, -4.0708], [-3.7151, 3.7699, 2.8924], [-1.5537, 0.4000, -6.7216], [2.8469, 2.7451, 5.2909], [-7.4135, 2.6733, -2.3981], [-2.7313, 2.6708, 1.7326], [-0.8229, 2.2575, 0.7051], [-2.1272, 2.4457, -3.9854], [-7.7071, 3.7357, -4.5938], [-2.4244, 4.0937, -0.2169], [3.4132, -4.4946, 2.1759], [-3.9486, 3.3202, -3.0183], [-0.1781, 5.8472, 1.8225], [2.9961, -1.8166, -0.5775], [-0.0837, 1.5153, -5.3397], [-3.0147, 0.2709, -2.8121], [1.4408, -4.9316, 4.9678], [-6.1860, 3.1063, -5.2056], [5.1900, 0.0228, 1.7482], [0.9886, -3.3968, 2.2694], [4.6113, -0.3321, -0.5495], [-5.8430, 1.3630, -0.0699], [-4.9971, 3.3765, -1.5391], [7.5646, -1.2730, -0.8295], [-6.3425, 4.2461, -3.7690], [4.1641, -4.2034, -0.7438], [-5.8212, 2.9640, 1.8678], [4.1612, -3.9225, -3.0265], [-4.9666, 1.2674, -3.7493], [3.1257, -0.1039, 1.2043], [5.4276, -2.3778, 2.5264], [4.2861, -0.4277, 3.5593], [3.8515, 1.2225, 5.5747], [3.7440, 1.8170, 3.1470], [0.0029, 2.4361, -0.8083], [-2.8882, 0.6834, 0.6298], [3.8183, -3.6033, 3.5549], [3.9607, -5.7206, -2.7770], [2.0119, 1.5327, 3.1103], [-0.2329, 0.0479, -4.1601], [-5.6686, 1.0350, -2.0069], [-0.8061, 4.3206, 2.3503], [-3.8367, -0.0713, -0.5633], [-4.8268, 3.4028, 0.5114]],
  "mulliken_charge": [0.25, 0.47, -0.79, -0.56, -0.40, -0.01, -0.40, -0.50, -1.15, -0.18, -1.41, -0.78, -1.26, -0.59, 0.13, -1.20, -1.73, -1.49, -0.85, -1.27, -0.70, -0.87, -0.68, -0.32, -0.48, -0.82, -1.08, -1.29, -0.32, -0.45, -0.46, -0.51, -1.11, -1.46, -1.14, 0.17, -1.08, -0.29, 0.28, 0.30, 0.34, 0.88, 0.43, 0.28, 0.34, 0.32, 0.31, 0.57, 0.28, 0.40, 0.33, 0.27, 0.41, 0.34, 0.12, 0.77, 0.84, 0.22, 0.16, 0.27, 0.54, 0.28, 0.37, 0.10, 0.32, 0.61, 0.29, 0.38, 0.37, 0.38, 0.41, 0.23, 0.00, 0.11, 0.43, 0.40, 0.79, 0.66, 0.74, 0.49, 0.53, 0.35, 0.72, 0.36, 0.33, -0.11, 0.14, 0.14, 0.32, 0.89, 0.34, 0.27, 0.30, 0.50, 0.26, -0.04, 0.62, 0.55, 0.53, 0.30, 0.35, 0.50, 0.28, 0.60, 0.28, 0.25, 0.22, 0.30, 0.20, 0.77, 0.12]
}

***

{
  "formula": "C3H6N2O",
  "method": "ωB97M-V/def2-TZVPD",
  "homo_ev": -10.7,
  "smiles": "N#C[C@H](O)CN",
  "gap_ev": 11.32,
  "symbols": ["O", "N", "N", "C", "C", "C", "H", "H", "H", "H", "H", "H"],
  "xyz": [[1.1558, -0.1413, 1.4000], [-1.2644, -0.7652, 0.3983], [2.0612, -0.3640, -1.9624], [1.6113, -0.0020, -0.9609], [0.8503, 0.5150, 0.2109], [-0.6572, 0.4243, -0.1864], [-0.7150, 0.4394, -1.2817], [-1.2288, -1.5527, -0.2404], [-2.2433, -0.5924, 0.5994], [1.1271, 1.5680, 0.3359], [0.4810, -0.8385, 1.5016], [-1.1781, 1.3093, 0.1858]],
  "mulliken_charge": [-0.54, -0.64, -0.41, 0.10, 0.17, -0.45, 0.34, 0.19, 0.23, 0.24, 0.41, 0.37]
}

***

{
  "formula": "C14H32CuN6O9",
  "method": "ωB97M-V/def2-TZVPD",
  "homo_ev": [-9.7, -9.7],
  "multiplicity": 2,
  "gap_ev": [7.20, 5.38],
  "symbols": ["Cu", "O", "O", "O", "O", "O", "O", "O", "O", "O", "N", "N", "N", "N", "N", "N", "C", "C", "C", "C", "C", "C", "C", "C", "C", "C", "C", "C", "C", "C", "H", "H", "H", "H", "H", "H", "H", "H", "H", "H", "H", "H", "H", "H", "H", "H", "H", "H", "H", "H", "H", "H", "H", "H", "H", "H", "H", "H", "H", "H", "H", "H"],
  "xyz": [[-0.7947, -3.4296, -0.4527], [1.9726, 2.7039, -5.0029], [5.2525, -2.6639, -2.6611], [4.5928, 0.4610, 1.3613], [-1.3655, -1.3899, -0.3618], [0.6360, -1.8630, -0.7407], [-1.2474, -3.4819, 1.7435], [-1.3607, 3.2541, 3.2624], [-5.1298, 2.0303, -1.2688], [0.0455, 0.3103, -0.7216], [-2.9958, 1.3367, -0.9247], [-0.5873, 2.4326, 1.2931], [3.3610, -1.5994, -2.0273], [2.9127, 1.2650, 0.0628], [-3.0603, -2.1241, 1.9023], [1.3173, 1.1748, -3.4772], [-2.2698, -3.1117, 2.3438], [-4.3206, 1.1296, -1.1520], [-2.6778, -3.8189, 3.6040], [1.7762, 2.4054, -3.8354], [2.0952, 3.4008, -2.7415], [-0.1808, -0.8699, -0.5215], [-1.2278, 2.3284, 2.4828], [3.4123, 0.6942, 1.2199], [-1.8246, 0.9516, 2.7580], [3.6496, -3.9684, -1.5076], [4.1844, -2.6774, -2.0890], [-4.7604, -0.3112, -1.2502], [-0.0957, 3.6990, 0.7792], [2.3910, 0.4229, 2.2965], [2.8521, -0.1830, 3.0721], [1.7680, 3.0867, -1.7480], [0.7864, 4.0530, 1.3162], [-0.5703, 1.6338, 0.6787], [3.6495, 1.3661, -0.6197], [-2.8602, 0.9858, 2.4129], [-1.8885, -3.7096, 4.3462], [-1.7582, 0.7106, 3.8143], [-5.5255, -0.3811, -2.0199], [-3.5652, -3.3966, 4.0846], [-0.8476, 4.4811, 0.9098], [-3.9525, -1.0131, -1.4674], [3.6619, -0.7081, -2.3806], [-2.9186, -4.8613, 3.4100], [3.9433, -4.7372, -2.2184], [0.9696, 0.9388, -2.5617], [3.1832, 3.4497, -2.6833], [2.5569, -3.9911, -1.4478], [1.5130, -0.0752, 1.8814], [-3.9511, -1.9551, 2.3304], [1.6567, 4.3575, -3.0008], [-2.4004, 0.5405, -0.7827], [-2.6143, 2.2289, -0.6609], [2.0705, 1.3495, 2.7757], [4.0465, -4.1664, -0.5156], [-2.7294, -1.5640, 1.1276], [1.9877, 0.9750, -0.2156], [1.2151, 0.4667, -4.1841], [2.4411, -1.6841, -1.6272], [-1.3099, 0.1617, 2.2028], [0.1329, 3.5875, -0.2765], [-5.2428, -0.6384, -0.3262]],
  "mulliken_charge": [0.55, -0.66, -0.64, -0.64, -0.52, -0.56, -0.59, -0.69, -0.65, -0.02, -0.05, 0.45, -0.08, -0.12, -0.03, -0.17, 0.78, 0.68, -1.16, 0.55, -0.38, 0.47, 0.52, 0.50, -0.52, -0.84, 0.68, -0.80, -1.05, -0.62, 0.37, -0.18, 0.31, -0.27, 0.20, 0.22, 0.30, 0.39, 0.35, 0.37, 0.37, 0.17, 0.12, 0.31, 0.33, 0.05, 0.23, 0.15, -0.02, 0.22, 0.30, -0.13, 0.11, 0.24, 0.24, 0.07, 0.00, 0.21, 0.15, -0.06, 0.30, 0.18]
}

***

{
  "formula": "C3H8N",
  "method": "ωB97M-V/def2-TZVPD",
  "homo_ev": -15.2,
  "smiles": "C/C=C/[NH3+]",
  "gap_ev": 11.31,
  "charge": 1,
  "symbols": ["N", "C", "C", "C", "H", "H", "H", "H", "H", "H", "H", "H"],
  "xyz": [[1.3810, -0.1869, 1.3153], [-1.3870, 0.2051, -1.3364], [0.3780, 0.3974, 0.3925], [-0.3279, -0.3497, -0.4283], [-1.5600, 1.2398, -1.1088], [2.3443, 0.0767, 1.0964], [-0.2065, -1.4254, -0.4826], [-2.2933, -0.3253, -1.0672], [0.3177, 1.4665, 0.4399], [1.1979, 0.1290, 2.2695], [1.3128, -1.2059, 1.2796], [-1.1569, -0.0213, -2.3700]],
  "mulliken_charge": [-0.29, -1.17, -0.06, -0.19, 0.33, 0.36, 0.27, 0.33, 0.36, 0.37, 0.35, 0.34]
}

***

{
  "formula": "C6H6N2O3S",
  "method": "ωB97M-V/def2-TZVPD",
  "homo_ev": [-7.6, -6.9],
  "gap_ev": [6.93, 5.94],
  "symbols": ["S", "O", "O", "O", "N", "N", "C", "C", "C", "C", "C", "C", "H", "H", "H", "H", "H", "H"],
  "xyz": [[0.1870, -0.7696, 3.9993], [0.1503, 1.0590, 1.9253], [-1.1935, -0.3565, 4.0333], [2.1230, -0.0342, 2.8061], [1.0827, 0.1823, -0.1259], [0.9203, 0.0449, 2.9536], [0.1184, 0.6078, 0.7358], [-1.0004, -0.3477, -2.2905], [1.3207, -0.3699, -1.4500], [0.3713, -0.6680, -2.3918], [-1.0901, 0.7318, -0.0395], [-1.6018, 0.2941, -1.3001], [2.3455, -0.5328, -1.7388], [-1.7858, 1.4130, 0.3502], [1.9544, -0.0148, 0.3489], [-1.7095, -0.5351, -3.1073], [-2.6566, 0.4585, -1.2564], [0.4641, -1.1628, -3.4524]],
  "mulliken_charge": [0.34, -0.41, -0.48, -0.64, -0.19, 0.63, 0.62, -0.14, -0.17, -0.34, -0.51, -0.39, 0.34, 0.35, 0.23, 0.27, 0.30, 0.19]
}

***

{
  "formula": "C21H30N5O4PRhS",
  "method": "ωB97M-V/def2-TZVPD",
  "homo_ev": [-7.3, -11.3],
  "multiplicity": 5,
  "gap_ev": [3.85, 4.90],
  "charge": 1,
  "symbols": ["Rh", "S", "P", "O", "O", "O", "O", "N", "N", "N", "N", "N", "C", "C", "C", "C", "C", "C", "C", "C", "C", "C", "C", "C", "C", "C", "C", "C", "C", "C", "C", "C", "C", "H", "H", "H", "H", "H", "H", "H", "H", "H", "H", "H", "H", "H", "H", "H", "H", "H", "H", "H", "H", "H", "H", "H", "H", "H", "H", "H", "H", "H", "H"],
  "xyz": [[0.0000, 0.0000, 0.0000], [-2.7183, 1.3486, 0.8959], [0.5305, -1.6518, 1.6155], [-3.5376, 0.3664, 0.1819], [-3.4438, 2.0452, 1.9620], [1.3844, 1.0662, 0.6356], [1.8368, 2.1325, 2.5981], [2.2993, -3.3500, 2.4858], [0.8074, -2.4199, 4.0943], [-1.2523, 0.8432, 1.2734], [1.2507, -0.8492, -1.2790], [0.0349, -4.0386, 2.5255], [1.3969, -4.4640, 2.2647], [0.8424, -1.7680, -2.1798], [2.1913, -2.8500, 3.8266], [-1.9665, 5.6125, -3.4105], [1.0636, 1.6433, 1.7142], [3.4850, -1.0961, -2.1639], [-0.4870, -3.1373, 1.5160], [-2.5283, 2.6286, -0.3803], [-1.7107, 3.2565, -2.5590], [-1.8790, 2.2891, -1.5671], [-2.8335, 4.8861, -1.1634], [0.4248, -1.2051, 3.3409], [3.9842, -2.6884, -4.0560], [-0.4337, 1.8316, 1.9929], [-3.0054, 3.9214, -0.1683], [2.5635, -0.5347, -1.2923], [2.1988, -2.3207, 1.4690], [-0.1108, -3.5500, 3.8668], [1.6862, -2.3848, -3.0911], [-2.1967, 4.5591, -2.3708], [3.0405, -2.0440, -3.0869], [2.9602, -1.5479, 1.6222], [3.9987, -3.7725, -3.9045], [-0.5822, -0.9177, 3.6605], [-0.6544, 2.8725, 1.7256], [2.3826, -2.7389, 0.4730], [1.2910, -3.1157, -3.7885], [-3.1853, 5.8965, -0.9795], [-1.0748, 6.1962, -3.1620], [1.1113, -0.4028, 3.6309], [0.7532, -2.1843, 5.0879], [-1.4838, 1.2835, -1.6900], [-1.8285, 5.1662, -4.4010], [2.8628, -2.0035, 4.0213], [-0.3770, 1.1740, -1.1481], [-0.4390, -3.5967, 0.5224], [1.5032, -4.8721, 1.2505], [-0.2172, -2.0049, -2.1506], [5.0064, -2.3176, -3.9276], [2.4498, -3.6195, 4.5661], [-1.5444, -2.9175, 1.7012], [-1.1783, 2.9845, -3.4653], [1.6627, -5.3001, 2.9259], [-1.1331, -3.2184, 4.0912], [-0.5941, 1.7431, 3.0750], [-2.8271, 6.2865, -3.4752], [3.6754, -2.4725, -5.0839], [4.5260, -0.7948, -2.1172], [-3.4842, 4.1728, 0.7725], [0.1265, -4.3259, 4.6067], [2.8685, 0.2063, -0.5590]],
  "mulliken_charge": [-0.94, 1.44, 2.50, -0.71, -0.76, -0.42, -0.71, 0.14, 0.09, -0.11, 0.31, 0.17, -0.76, -0.61, -0.70, -1.44, 0.05, -0.68, -1.15, -0.13, -0.97, -0.52, -0.65, -0.97, -1.49, -0.22, -0.28, -0.87, -0.95, -0.69, -0.75, 0.84, 0.99, 0.34, 0.32, 0.30, 0.50, 0.33, 0.42, 0.41, 0.30, 0.55, 0.37, 0.68, 0.37, 0.38, 0.46, 0.37, 0.37, 0.54, 0.34, 0.34, 0.34, 0.40, 0.27, 0.38, 0.33, 0.40, 0.34, 0.38, 0.50, 0.34, 0.58]
}

***

> Number 1 is which compound?

C33H73O3P2